The following is a DFT calculation (the ωB97M-V functional and the def2-TZVPD basis) of a molecular structure, C17H13NOS5Sc.

## Properties
**Lowest unoccupied orbital energy**: 2.44 eV
**Net charge**: -1
**Gap between HOMO and LUMO**: 6.8 eV
**Total energy**: -3537.49336 a.u.
**Energy relative to the best compared isomer or geometry (same formula, charge and spin)**: 0.0 kcal/mol

Atoms and positions in Å:
Sc -0.2894 -0.6234 0.0208
S -1.4477 1.0346 1.5368
C -0.1422 1.8444 2.4168
C -0.4703 2.8806 3.2951
C 0.4923 3.5464 4.0345
C 1.8277 3.1807 3.9045
C 2.1701 2.1581 3.0361
C 1.2090 1.4763 2.2853
S 1.7621 0.2032 1.1838
H -1.5134 3.1577 3.3889
H 0.1998 4.3444 4.7063
H 2.5973 3.6885 4.4733
H 3.2080 1.8690 2.9234
S 1.6296 -1.9013 -4.0527
C 2.3873 -2.9583 -2.9430
C 1.9597 -2.7430 -1.6658
C 0.9823 -1.7064 -1.5277
C 0.7194 -1.1783 -2.7665
C -0.2145 -0.0779 -3.0113
C -0.5937 0.3585 -4.2815
C -1.4725 1.4156 -4.3957
C -1.9773 2.0215 -3.2519
C -1.5832 1.5245 -2.0255
N -0.7282 0.5043 -1.9122
H 3.1127 -3.6783 -3.2887
H 2.3424 -3.3206 -0.8339
H -0.2026 -0.1344 -5.1611
H -1.7707 1.7646 -5.3766
H -2.6669 2.8517 -3.3022
H -1.9417 1.9266 -1.0851
C -0.3765 -2.9394 2.4904
O -0.9247 -2.4236 1.2690
C -2.1181 -2.8779 0.7473
S -2.9024 -4.1480 1.4322
S -2.5399 -1.9008 -0.5878
H 0.5154 -2.3397 2.6585
H -0.1421 -3.9951 2.3717
H -1.0969 -2.8047 3.2947